Record 1
The following is a DFT calculation (ωB97M-V/def2-TZVPD) of a structure of composition C15H35CdO15 at a distorted geometry.

Summary:
Net charge = +1

Each line ends with the Löwdin charge.
Geometry (Å):
Cd (-0.2639, 4.4608, 0.8143)  1.506
C (-0.2389, 0.2864, -0.0482)  -0.057
C (-1.2713, 1.1843, 0.6029)  -0.379
O (-0.7921, 2.4505, 1.0040)  -0.455
H (0.6086, -0.0031, 0.5655)  0.053
H (0.0618, 0.7063, -1.0142)  0.090
H (-0.7125, -0.6507, -0.3566)  0.068
H (-1.6910, 0.6945, 1.4949)  0.122
H (-2.1729, 1.3134, -0.0116)  0.104
C (-2.3948, -2.7606, 0.7112)  -0.115
C (-1.6798, -3.2738, -0.5656)  -0.080
O (-2.2696, -2.4212, -1.5645)  0.035
C (-3.3384, -1.7919, -1.0871)  -0.590
O (-4.0471, -1.0685, -1.7180)  0.166
O (-3.5399, -2.1128, 0.2073)  0.080
H (-1.7308, -2.0452, 1.2058)  0.102
H (-2.5740, -3.5630, 1.4216)  0.140
H (-1.9731, -4.2944, -0.8065)  0.139
H (-0.6056, -3.1290, -0.5381)  0.101
C (2.3257, -3.2066, 2.4409)  -0.102
C (1.2751, -2.0852, 2.3603)  -0.113
O (0.7606, -2.0280, 3.6899)  0.060
C (1.5005, -2.8158, 4.5078)  -0.577
O (1.3132, -2.9077, 5.6772)  0.176
O (2.4591, -3.4510, 3.8306)  0.089
H (3.2646, -2.8435, 2.0214)  0.128
H (2.0861, -4.0857, 1.8440)  0.130
H (0.4685, -2.3124, 1.6640)  0.103
H (1.7201, -1.1232, 2.1166)  0.101
C (1.4090, -1.2075, -3.8279)  -0.093
C (0.5325, -2.2167, -3.0998)  -0.101
O (0.9419, -2.1545, -1.7317)  0.034
C (2.0450, -1.4158, -1.6494)  -0.583
O (2.6780, -1.2592, -0.6529)  0.153
O (2.3953, -0.9097, -2.8513)  0.089
H (0.8003, -0.3702, -4.1711)  0.115
H (1.8510, -1.6587, -4.7143)  0.138
H (0.6622, -3.2315, -3.4838)  0.140
H (-0.5376, -2.0335, -3.1889)  0.109
O (0.5687, 4.3162, 2.8143)  -0.129
H (1.3856, 4.5260, 3.2941)  0.101
H (-0.0609, 3.9792, 3.4962)  0.057
O (-1.5495, 2.6563, 4.1617)  -0.039
H (-2.4873, 2.7705, 4.3671)  0.067
H (-1.5290, 2.4655, 3.2139)  -0.004
O (-4.2753, 3.5341, 1.4404)  -0.038
H (-3.6829, 4.2696, 1.2599)  0.010
H (-3.7230, 2.7454, 1.3685)  0.015
C (-1.5345, 1.4808, -5.0575)  -0.086
C (-2.0252, 1.0190, -3.7014)  -0.302
O (-1.6702, 2.0188, -2.7354)  -0.088
H (-0.4518, 1.5638, -5.1649)  0.065
H (-1.9566, 2.4529, -5.3153)  0.079
H (-1.8584, 0.8193, -5.8653)  0.081
H (-1.6719, 0.0175, -3.4384)  0.090
H (-3.1149, 0.9234, -3.7128)  0.115
H (-1.6700, 1.5641, -1.8857)  0.020
C (4.3964, 2.2861, 1.0199)  -0.088
C (3.2117, 1.3507, 1.0574)  -0.328
O (2.3006, 1.8050, 2.0534)  -0.095
H (5.1681, 2.0027, 0.2953)  0.082
H (5.0133, 2.2101, 1.9207)  0.081
H (4.1425, 3.3203, 0.7862)  0.068
H (3.5642, 0.3566, 1.3394)  0.103
H (2.7919, 1.3139, 0.0497)  0.102
H (1.3923, 1.5661, 1.8398)  0.033

Forces on the atoms, in the same order (eV/Å):
-0.1 -2.0 0.0
-0.7 -0.1 -0.8
-0.7 0.2 -0.1
0.6 1.1 0.8
0.1 0.4 0.0
0.5 0.2 0.2
-0.2 0.0 0.2
0.3 0.1 0.2
0.2 -0.2 -0.3
1.7 -0.4 -0.3
-1.1 0.1 0.6
1.0 -0.1 -0.5
-1.1 0.3 -0.1
0.4 -0.1 0.2
-0.3 0.1 0.4
-0.3 0.2 0.1
-0.6 0.1 -0.1
0.2 -0.1 0.0
-0.1 -0.1 -0.1
0.5 0.9 -1.0
0.1 -0.3 0.2
-0.2 0.0 -0.3
-0.4 0.3 0.8
0.1 0.0 -0.2
0.3 -0.5 -0.5
0.1 0.0 0.3
-0.3 -0.3 0.5
0.0 0.0 0.0
0.0 0.0 -0.1
-0.7 -0.8 -0.3
-0.8 -0.9 -0.7
-0.4 0.0 -0.3
0.9 0.1 -0.2
-0.1 0.1 0.3
0.0 0.6 0.1
0.4 0.5 0.4
0.3 0.1 0.2
0.3 0.0 0.3
0.1 0.3 0.3
-0.3 0.3 0.9
0.0 0.0 -0.4
0.0 -0.1 -0.2
0.2 0.5 -0.4
0.1 0.0 0.1
-0.1 -0.3 -0.1
0.3 -0.1 0.1
-0.2 0.0 0.0
-0.1 0.0 -0.1
-0.1 0.0 -0.6
-0.5 0.3 -0.5
0.4 -0.5 0.3
0.1 0.0 0.4
0.0 0.1 0.2
-0.1 -0.2 0.2
0.4 0.1 0.1
0.0 0.0 -0.1
-0.1 0.2 -0.1
1.2 -0.2 0.1
0.7 0.1 -0.1
-0.3 0.5 0.0
-0.6 -0.3 -0.4
-0.6 0.4 0.4
-0.2 0.0 0.3
-0.1 -0.1 -0.3
-0.4 -0.2 0.2
0.1 -0.1 -0.1

Record 2
The following is a DFT calculation (ωB97M-V/def2-TZVPD) of a structure of composition C15H35Cl3N5O5Zr at a distorted geometry.

Summary:
Net charge = +1

Each line ends with the Löwdin charge.
Geometry (Å):
Zr (0.4390, 0.2825, 0.4211)  1.340
Cl (-0.6343, 1.1864, 2.5938)  -0.021
Cl (1.5647, -1.6435, -0.8655)  0.083
Cl (2.4030, 1.9065, 0.4927)  0.013
C (-2.2739, -2.2941, 2.8701)  0.030
C (-1.0311, -2.5177, 2.0348)  -0.509
O (-0.4781, -1.5594, 1.5125)  -0.198
N (-0.5940, -3.7799, 1.8906)  0.043
C (0.6607, -4.1355, 1.2353)  -0.064
H (-2.9692, -1.7036, 2.2827)  0.086
H (-1.9860, -1.6883, 3.7299)  0.090
H (-2.6918, -3.2293, 3.2374)  0.082
H (-1.1252, -4.4924, 2.3595)  0.136
H (0.9815, -5.1136, 1.5895)  0.092
H (1.4217, -3.3976, 1.4628)  0.055
H (0.5444, -4.2047, 0.1562)  0.060
C (-3.5292, 0.6005, -1.0396)  0.042
C (-2.5332, -0.5032, -1.0124)  -0.490
O (-1.4246, -0.3351, -0.5001)  -0.171
N (-2.8600, -1.6503, -1.5793)  0.056
C (-1.9688, -2.7785, -1.7064)  -0.037
H (-3.0465, 1.4382, -1.5503)  0.089
H (-3.7270, 0.9423, -0.0263)  0.101
H (-4.4378, 0.3338, -1.5705)  0.090
H (-3.7739, -1.7391, -1.9892)  0.149
H (-0.9326, -2.4461, -1.7469)  0.042
H (-2.2012, -3.3062, -2.6286)  0.096
H (-2.0856, -3.4584, -0.8609)  0.090
C (-0.4976, 0.6931, -3.9051)  0.041
C (0.7006, 0.8188, -2.9972)  -0.520
O (0.5623, 0.9277, -1.7734)  -0.234
N (1.9001, 0.8136, -3.5580)  0.056
C (3.1547, 0.9469, -2.8142)  -0.062
H (-0.8423, -0.3415, -3.8780)  0.092
H (-0.2785, 0.9814, -4.9291)  0.086
H (-1.2820, 1.3361, -3.5094)  0.084
H (1.9566, 0.8148, -4.5617)  0.143
H (3.9560, 0.5786, -3.4525)  0.092
H (3.1184, 0.3513, -1.9096)  0.009
H (3.3558, 1.9898, -2.5763)  0.083
C (1.8603, -0.9885, 4.2910)  0.028
C (2.4774, -0.9564, 2.9205)  -0.508
O (1.8333, -0.5596, 1.9555)  -0.291
N (3.7475, -1.3228, 2.7907)  0.054
C (4.4285, -1.3936, 1.5129)  -0.052
H (1.3278, -0.0609, 4.4778)  0.070
H (2.6188, -1.1020, 5.0732)  0.087
H (1.1892, -1.8419, 4.3841)  0.090
H (4.2368, -1.6466, 3.6063)  0.145
H (4.4466, -2.4097, 1.1113)  0.090
H (5.4662, -1.0707, 1.6134)  0.093
H (3.9507, -0.7394, 0.7920)  0.041
C (0.1130, 4.1833, -1.0283)  0.003
C (-0.9436, 3.4124, -0.3194)  -0.506
O (-0.7885, 2.2269, -0.0205)  -0.232
N (-2.0490, 4.0585, 0.0643)  0.048
C (-2.3941, 5.4399, -0.2206)  -0.055
H (0.4513, 5.0136, -0.4011)  0.102
H (-0.2394, 4.6435, -1.9569)  0.099
H (0.9695, 3.5549, -1.2432)  0.038
H (-2.7265, 3.5093, 0.5700)  0.146
H (-1.5106, 6.0642, -0.3037)  0.081
H (-3.0358, 5.8211, 0.5672)  0.092
H (-2.9443, 5.5403, -1.1649)  0.092

Forces on the atoms, in the same order (eV/Å):
0.4 0.6 0.8
0.3 -0.2 -0.4
-0.2 0.3 0.1
-0.7 -0.5 0.0
0.6 -0.2 0.1
-0.5 -0.1 0.2
0.5 0.0 -0.5
0.0 0.2 0.2
-0.2 -0.3 0.0
-0.2 -0.1 0.0
0.0 0.1 0.0
-0.3 0.1 -0.1
0.1 -0.1 0.0
0.0 0.1 0.1
0.0 0.1 -0.1
0.0 0.2 0.0
0.1 0.4 -0.2
-0.1 0.3 0.1
0.3 -0.2 0.1
-0.3 -0.2 -0.4
0.4 -0.4 0.0
-0.1 0.0 0.0
-0.1 -0.1 0.1
-0.1 0.0 0.1
-0.1 0.1 0.1
0.0 0.1 0.1
0.0 -0.1 0.0
0.0 0.0 0.0
0.1 0.1 0.3
0.2 0.0 0.0
-0.2 -0.1 0.2
0.3 0.1 -0.1
0.0 0.0 -0.3
0.0 0.0 0.0
0.0 -0.1 -0.1
0.0 0.0 0.0
-0.1 -0.1 0.0
0.0 0.0 0.0
-0.1 0.1 0.1
-0.1 0.0 0.1
0.6 -0.1 0.4
0.0 0.4 0.7
-0.5 0.2 -1.0
0.2 -0.3 -0.1
0.5 0.0 -0.4
-0.2 0.0 -0.2
0.0 0.0 -0.2
-0.2 0.1 -0.2
0.0 0.0 0.1
-0.2 0.0 0.1
-0.1 0.0 0.2
-0.2 0.0 0.1
0.4 0.6 -0.4
0.5 0.1 0.3
-0.3 -0.5 0.0
-0.3 0.1 -0.1
-0.2 0.0 -0.5
0.0 -0.1 0.0
-0.2 -0.1 0.1
-0.1 -0.2 0.1
0.1 -0.1 0.1
0.1 0.0 0.2
0.1 0.0 0.1
0.1 -0.1 0.1

Number 1: HOMO energy -0.4701 Ha. Number 2: HOMO energy -0.4150 Ha.